Record 1
Molecular formula: C50H50N7O5P2SSe2Ti
Method: DFT, ωB97M-V/def2-TZVPD

Structure (XYZ):
```
118
Properties=species:S:1:pos:R:3
Ti 0.87 2.47 23.90
Se -3.98 5.26 23.52
P -4.43 3.57 24.68
C -4.75 4.15 26.40
C -3.71 4.77 27.08
C -3.96 5.25 28.34
C -5.24 5.28 28.89
C -6.31 4.76 28.18
C -6.05 4.06 26.99
C -5.89 2.68 24.00
C -6.41 1.56 24.57
C -7.28 0.75 23.83
C -7.70 1.14 22.57
C -7.11 2.33 22.03
C -6.30 3.15 22.75
C -3.11 2.32 24.88
C -2.73 1.07 25.38
N -1.41 0.90 25.30
N -0.98 2.10 24.86
N -1.94 2.92 24.63
P -3.54 -0.48 25.98
Se -2.19 -1.73 26.99
C -4.79 0.16 27.30
C -6.01 -0.55 27.43
C -6.91 -0.16 28.41
C -6.68 0.91 29.27
C -5.54 1.64 29.06
C -4.54 1.28 28.12
C -4.39 -1.08 24.47
C -4.10 -0.52 23.25
C -4.67 -1.15 22.16
C -5.47 -2.25 22.26
C -5.59 -2.91 23.45
C -5.03 -2.29 24.55
H -2.75 4.86 26.62
H -3.14 5.73 28.90
H -5.52 5.70 29.88
H -7.30 4.89 28.61
H -6.87 3.62 26.33
H -6.13 1.20 25.51
H -7.79 -0.11 24.28
H -8.28 0.51 21.91
H -7.29 2.61 20.99
H -5.78 4.00 22.34
H -6.26 -1.32 26.69
H -7.88 -0.66 28.41
H -7.48 1.09 29.97
H -5.35 2.45 29.72
H -3.66 1.87 27.98
H -3.50 0.34 23.16
H -4.47 -0.68 21.17
H -5.99 -2.64 21.41
H -6.16 -3.85 23.52
H -4.97 -2.85 25.51
O 1.82 0.19 20.58
C 1.20 0.76 21.44
O 1.58 1.02 22.65
C -0.15 1.30 21.16
C -0.90 0.90 19.99
C -2.24 1.36 19.88
C -2.74 2.15 20.92
C -1.85 2.61 21.86
N -0.60 2.19 22.03
H -0.35 0.32 19.25
H -2.83 0.96 19.07
H -3.74 2.56 20.98
H -2.23 3.32 22.56
N 0.44 5.69 25.07
C 0.48 4.63 24.61
C 3.83 5.29 22.50
O 2.59 4.62 22.18
C 2.20 3.64 22.97
O 2.90 3.27 23.92
H 3.73 6.27 22.13
H 4.64 4.89 21.89
H 4.09 5.40 23.58
C 0.65 2.10 27.60
C 1.92 1.91 26.74
C 2.78 3.22 26.73
C 1.66 1.39 25.39
H 0.89 2.28 28.68
H 0.05 1.17 27.64
H -0.04 2.87 27.31
H 2.60 1.25 27.20
H 2.26 4.06 26.27
H 3.73 3.13 26.16
H 3.04 3.40 27.78
H 1.01 0.50 25.46
H 2.58 0.87 24.96
C 4.53 -1.11 20.91
C 4.85 -0.25 22.09
C 6.37 0.12 22.22
N 6.72 0.54 23.57
C 7.79 0.20 24.30
S 8.48 1.19 25.49
N 8.42 -1.01 23.99
C 7.95 -2.29 23.68
O 8.75 -3.11 23.28
C 6.51 -2.61 24.06
C 5.82 -3.70 23.40
C 4.60 -4.13 23.90
C 3.95 -3.51 25.03
C 4.66 -2.50 25.68
C 5.94 -2.12 25.21
H 3.48 -1.36 20.90
H 5.05 -2.07 20.92
H 4.77 -0.69 19.93
H 4.54 -0.73 23.07
H 4.18 0.62 22.01
H 6.60 0.93 21.46
H 6.97 -0.79 21.95
H 6.24 1.38 23.91
H 9.37 -1.02 24.33
H 6.09 -4.07 22.44
H 4.01 -4.87 23.36
H 2.91 -3.78 25.34
H 4.32 -2.16 26.64
H 6.54 -1.48 25.86
```

Properties
Electronic energy in a.u.: -9428.142858
LUMO level in eV: 1.89
Net charge: -1
Kohn-Sham gap in Eh: 0.2872
Relative energy (zero: lowest compared OMol25 entry of this formula, charge and spin) in eV: 0.842

Atomic partial charges in e from the Löwdin method, atoms 1 to 99: atom 1 (Ti): 0.99, atom 2 (Se): 0.39, atom 3 (P): 0.58, atom 4 (C): -0.35, atom 5 (C): -0.11, atom 6 (C): -0.08, atom 7 (C): -0.11, atom 8 (C): -0.11, atom 9 (C): -0.08, atom 10 (C): -0.34, atom 11 (C): -0.10, atom 12 (C): -0.08, atom 13 (C): -0.06, atom 14 (C): -0.08, atom 15 (C): -0.15, atom 16 (C): -0.36, atom 17 (C): -0.43, atom 18 (N): 0.05, atom 19 (N): -0.18, atom 20 (N): -0.05, atom 21 (P): 0.53, atom 22 (Se): 0.24, atom 23 (C): -0.32, atom 24 (C): -0.11, atom 25 (C): -0.10, atom 26 (C): -0.08, atom 27 (C): -0.09, atom 28 (C): -0.06, atom 29 (C): -0.35, atom 30 (C): -0.07, atom 31 (C): -0.07, atom 32 (C): -0.10, atom 33 (C): -0.08, atom 34 (C): -0.13, atom 35 (H): 0.10, atom 36 (H): 0.12, atom 37 (H): 0.11, atom 38 (H): 0.10, atom 39 (H): 0.12, atom 40 (H): 0.07, atom 41 (H): 0.11, atom 42 (H): 0.09, atom 43 (H): 0.10, atom 44 (H): 0.00, atom 45 (H): 0.09, atom 46 (H): 0.10, atom 47 (H): 0.10, atom 48 (H): 0.09, atom 49 (H): 0.10, atom 50 (H): 0.08, atom 51 (H): 0.12, atom 52 (H): 0.10, atom 53 (H): 0.12, atom 54 (H): 0.11, atom 55 (O): 0.09, atom 56 (C): -0.58, atom 57 (O): -0.12, atom 58 (C): -0.16, atom 59 (C): 0.04, atom 60 (C): -0.04, atom 61 (C): -0.05, atom 62 (C): -0.13, atom 63 (N): 0.10, atom 64 (H): 0.11, atom 65 (H): 0.10, atom 66 (H): 0.10, atom 67 (H): 0.02, atom 68 (N): -0.01, atom 69 (C): -0.29, atom 70 (C): -0.04, atom 71 (O): -0.04, atom 72 (C): -0.50, atom 73 (O): -0.06, atom 74 (H): 0.07, atom 75 (H): 0.09, atom 76 (H): 0.11, atom 77 (C): -0.08, atom 78 (C): -0.47, atom 79 (C): -0.08, atom 80 (C): -0.26, atom 81 (H): 0.08, atom 82 (H): 0.06, atom 83 (H): 0.05, atom 84 (H): 0.10, atom 85 (H): 0.03, atom 86 (H): 0.08, atom 87 (H): 0.07, atom 88 (H): 0.06, atom 89 (H): 0.09, atom 90 (C): -0.13, atom 91 (C): -0.24, atom 92 (C): -0.16, atom 93 (N): 0.01, atom 94 (C): -0.88, atom 95 (S): 0.55, atom 96 (N): 0.07, atom 97 (C): -0.40, atom 98 (O): 0.09, atom 99 (C): -0.14



Record 2
Molecular formula: C50H51Cl2MnN4P2S2
Method: DFT, ωB97M-V/def2-TZVPD

Structure (XYZ):
```
112
Properties=species:S:1:pos:R:3
Mn -0.24 0.00 -0.09
C 2.73 -2.20 1.94
C 1.60 -2.96 1.22
C 0.61 -3.53 2.25
P 0.76 -2.04 -0.15
C 3.22 -3.13 -2.02
C 1.73 -2.35 -3.11
C 4.20 -3.17 -3.17
C -0.53 -3.12 -0.65
C -0.48 -4.52 -0.68
C -1.62 -5.24 -0.93
C -2.83 -4.55 -1.13
C -2.89 -3.18 -1.14
C -1.72 -2.40 -0.95
N -1.68 -1.03 -0.99
C -2.46 -0.35 -1.95
C -2.98 -0.94 -3.10
C -3.73 -0.20 -4.00
C -3.99 1.14 -3.78
C -3.44 1.75 -2.66
C -2.66 1.03 -1.77
P -1.84 1.75 -0.33
C -3.30 2.02 0.79
C -4.13 0.75 0.99
C -2.94 2.62 2.15
C -1.40 3.50 -0.76
C -0.45 4.08 0.30
C -0.79 3.73 -2.14
H 3.51 -2.90 2.23
H 2.34 -1.74 2.85
H 3.19 -1.42 1.34
H 2.05 -3.81 0.69
H 0.41 -2.80 3.03
H 1.08 -4.39 2.73
H -0.33 -3.86 1.83
H 3.13 -1.25 -0.51
H 0.74 -2.79 -3.09
H 2.34 -2.34 -3.99
H 1.70 -0.48 -1.64
H 3.79 -3.86 -3.91
H 5.14 -3.61 -2.81
H 4.44 -2.22 -3.66
H 0.45 -5.03 -0.48
H -1.60 -6.32 -0.96
H -3.74 -5.12 -1.29
H -3.83 -2.68 -1.31
H -2.79 -1.98 -3.32
H -4.12 -0.69 -4.89
H -4.60 1.71 -4.47
H -3.61 2.81 -2.49
H -3.92 2.73 0.24
H -3.68 0.09 1.73
H -4.27 0.19 0.06
H -5.12 1.02 1.37
H -2.17 2.03 2.66
H -3.82 2.62 2.80
H -2.59 3.65 2.08
H -2.35 4.04 -0.71
H 0.57 3.76 0.09
H -0.69 3.79 1.32
H -0.46 5.17 0.25
H 0.20 3.28 -2.21
H -0.66 4.81 -2.29
H -1.39 3.34 -2.96
S 5.39 4.10 1.40
C 6.04 4.82 -0.01
C 5.32 4.50 -1.12
C 4.22 3.66 -0.82
C 4.12 3.35 0.51
C 3.11 2.52 1.17
C 2.19 1.80 0.38
N 1.23 1.06 0.89
C 1.12 0.97 2.23
C 1.98 1.63 3.11
C 1.77 1.48 4.52
C 0.76 0.72 5.00
C -0.14 0.03 4.12
C -1.20 -0.77 4.55
C -2.00 -1.41 3.63
C -1.71 -1.22 2.26
N -0.72 -0.46 1.83
C 0.06 0.16 2.74
C -3.13 -2.28 3.99
C -3.96 -2.97 3.16
C -4.95 -3.71 3.85
C -4.85 -3.57 5.20
S -3.56 -2.54 5.64
C 3.00 2.41 2.54
H 6.92 5.44 0.06
H 5.55 4.86 -2.11
H 3.52 3.32 -1.57
H 2.24 1.85 -0.70
H 2.44 1.99 5.20
H 0.61 0.62 6.07
H -1.38 -0.88 5.61
H -2.29 -1.71 1.49
H -3.88 -2.97 2.08
H -5.70 -4.32 3.37
H -5.47 -4.01 5.97
H 3.68 2.95 3.20
Cl -0.15 1.87 -5.21
C 1.25 1.58 -4.16
C 2.52 1.96 -4.68
C 3.81 1.91 -4.31
C 4.40 1.24 -3.13
C 3.88 0.20 -2.58
Cl 2.37 -1.68 -1.69
C 0.84 1.06 -2.98
N 0.44 0.69 -1.93
H 2.39 2.47 -5.64
H 4.54 2.41 -4.93
H 5.30 1.65 -2.67
```

Properties
Electronic energy in a.u.: -5704.616546
LUMO level (spin up / spin down) in eV: -3.29 / -3.32
Net charge: +1
Kohn-Sham gap (spin up / spin down) in Eh: 0.2123 / 0.2096
Spin multiplicity: 2
Relative energy (zero: lowest compared OMol25 entry of this formula, charge and spin) in eV: 19.862

Atomic partial charges in e from the Löwdin method, atoms 1 to 99: atom 1 (Mn): 0.20, atom 2 (C): -0.10, atom 3 (C): -0.50, atom 4 (C): -0.08, atom 5 (P): 1.04, atom 6 (C): -0.28, atom 7 (C): -0.24, atom 8 (C): -0.20, atom 9 (C): -0.34, atom 10 (C): -0.09, atom 11 (C): -0.07, atom 12 (C): -0.05, atom 13 (C): -0.04, atom 14 (C): -0.31, atom 15 (N): -0.06, atom 16 (C): -0.29, atom 17 (C): -0.03, atom 18 (C): -0.07, atom 19 (C): -0.08, atom 20 (C): -0.09, atom 21 (C): -0.32, atom 22 (P): 1.10, atom 23 (C): -0.50, atom 24 (C): -0.09, atom 25 (C): -0.10, atom 26 (C): -0.50, atom 27 (C): -0.10, atom 28 (C): -0.11, atom 29 (H): 0.09, atom 30 (H): 0.07, atom 31 (H): 0.03, atom 32 (H): 0.10, atom 33 (H): 0.06, atom 34 (H): 0.10, atom 35 (H): 0.07, atom 36 (H): 0.01, atom 37 (H): 0.05, atom 38 (H): 0.04, atom 39 (H): -0.04, atom 40 (H): 0.08, atom 41 (H): 0.07, atom 42 (H): 0.05, atom 43 (H): 0.12, atom 44 (H): 0.11, atom 45 (H): 0.11, atom 46 (H): 0.12, atom 47 (H): 0.11, atom 48 (H): 0.11, atom 49 (H): 0.11, atom 50 (H): 0.11, atom 51 (H): 0.11, atom 52 (H): 0.05, atom 53 (H): 0.07, atom 54 (H): 0.09, atom 55 (H): 0.07, atom 56 (H): 0.09, atom 57 (H): 0.06, atom 58 (H): 0.11, atom 59 (H): 0.06, atom 60 (H): 0.05, atom 61 (H): 0.09, atom 62 (H): 0.05, atom 63 (H): 0.09, atom 64 (H): 0.04, atom 65 (S): 1.07, atom 66 (C): -0.39, atom 67 (C): -0.17, atom 68 (C): -0.13, atom 69 (C): -0.48, atom 70 (C): -0.18, atom 71 (C): -0.06, atom 72 (N): 0.05, atom 73 (C): -0.15, atom 74 (C): -0.12, atom 75 (C): 0.01, atom 76 (C): 0.00, atom 77 (C): -0.13, atom 78 (C): 0.04, atom 79 (C): -0.19, atom 80 (C): -0.08, atom 81 (N): 0.04, atom 82 (C): -0.17, atom 83 (C): -0.48, atom 84 (C): -0.11, atom 85 (C): -0.17, atom 86 (C): -0.39, atom 87 (S): 1.07, atom 88 (C): 0.05, atom 89 (H): 0.07, atom 90 (H): 0.11, atom 91 (H): 0.10, atom 92 (H): 0.10, atom 93 (H): 0.12, atom 94 (H): 0.12, atom 95 (H): 0.11, atom 96 (H): 0.11, atom 97 (H): 0.11, atom 98 (H): 0.11, atom 99 (H): 0.07



Record 3
Molecular formula: C50H52N3O2P3RuS5
Method: DFT, ωB97M-V/def2-TZVPD

Structure (XYZ):
```
116
Properties=species:S:1:pos:R:3
Ru -0.70 0.14 -0.37
C 5.85 4.87 -3.14
S 4.47 5.83 -2.46
C 4.10 4.78 -1.02
C 3.16 3.65 -1.41
C 3.16 2.52 -0.37
N 1.96 1.70 -0.38
P 0.61 2.08 0.61
C 0.20 3.81 0.18
C 0.80 4.91 0.80
C 0.50 6.19 0.36
C -0.38 6.38 -0.69
C -0.99 5.29 -1.30
C -0.70 4.01 -0.86
C 1.20 2.14 2.31
C 2.26 1.35 2.76
C 2.52 1.25 4.11
C 1.71 1.90 5.03
C 0.66 2.68 4.59
C 0.39 2.80 3.24
P 1.56 0.52 -1.56
C 1.83 1.37 -3.15
C 3.07 1.43 -3.80
C 3.21 2.21 -4.93
C 2.13 2.92 -5.42
C 0.90 2.84 -4.81
C 0.74 2.05 -3.68
C 2.91 -0.69 -1.51
C 3.64 -0.96 -0.35
C 4.57 -1.98 -0.34
C 4.79 -2.74 -1.47
C 4.06 -2.49 -2.63
C 3.11 -1.48 -2.64
H 6.13 5.31 -4.09
H 5.54 3.84 -3.29
H 6.68 4.91 -2.44
H 3.66 5.43 -0.27
H 5.05 4.40 -0.64
H 3.46 3.25 -2.38
H 2.15 4.05 -1.53
H 3.24 2.96 0.63
H 4.04 1.89 -0.53
H 1.48 4.76 1.63
H 0.96 7.04 0.84
H -0.60 7.38 -1.04
H -1.69 5.43 -2.11
H -1.18 3.15 -1.31
H 2.86 0.82 2.04
H 3.35 0.64 4.45
H 1.90 1.77 6.08
H 0.03 3.19 5.31
H -0.44 3.39 2.88
H 3.91 0.88 -3.40
H 4.17 2.26 -5.42
H 2.26 3.55 -6.30
H 0.05 3.37 -5.21
H -0.22 1.95 -3.20
H 3.46 -0.37 0.54
H 5.13 -2.18 0.56
H 5.52 -3.54 -1.46
H 4.23 -3.08 -3.52
H 2.53 -1.29 -3.53
C -0.16 -4.85 2.96
N 0.49 -3.65 2.47
C -0.04 -2.45 2.24
S 0.92 -1.36 1.36
N -1.22 -2.05 2.69
C -1.94 -2.55 3.84
H 0.29 -5.71 2.47
H -1.22 -4.83 2.72
H -0.03 -4.96 4.04
H 1.42 -3.77 2.08
H -1.49 -1.11 2.39
H -1.26 -3.09 4.50
H -2.76 -3.20 3.55
H -2.35 -1.71 4.39
O -0.05 -8.70 -1.03
C 0.90 -7.75 -1.04
O 2.07 -8.04 -1.05
C 0.42 -6.34 -1.04
C 1.20 -5.36 -1.66
C 0.78 -4.05 -1.71
C -0.41 -3.68 -1.09
S -1.06 -2.08 -1.25
C -1.16 -4.64 -0.40
C -0.76 -5.95 -0.39
H -0.94 -8.34 -1.12
H 2.12 -5.66 -2.14
H 1.37 -3.30 -2.22
H -2.07 -4.33 0.09
H -1.36 -6.68 0.14
S -2.30 1.05 1.78
P -3.56 0.66 0.25
S -2.77 1.01 -1.58
C -5.06 1.68 0.37
C -6.33 1.12 0.43
C -7.44 1.95 0.44
C -7.28 3.32 0.37
C -6.01 3.88 0.32
C -4.90 3.06 0.32
C -4.10 -1.07 0.46
C -4.14 -2.00 -0.57
C -4.54 -3.29 -0.29
C -4.91 -3.65 1.00
C -4.89 -2.71 2.02
C -4.47 -1.42 1.75
H -6.45 0.05 0.49
H -8.43 1.52 0.49
H -8.15 3.96 0.36
H -5.89 4.95 0.27
H -3.90 3.48 0.29
H -3.85 -1.72 -1.58
H -4.55 -4.03 -1.08
H -5.23 -4.66 1.21
H -5.19 -2.98 3.02
H -4.43 -0.67 2.53
```

Properties
Electronic energy in a.u.: -5361.104898
LUMO level (spin up / spin down) in eV: -3.36 / -4.05
Net charge: +1
Kohn-Sham gap (spin up / spin down) in Eh: 0.2481 / 0.2184
Spin multiplicity: 2

Atomic partial charges in e from the Löwdin method, atoms 1 to 99: atom 1 (Ru): 0.24, atom 2 (C): -0.40, atom 3 (S): 0.80, atom 4 (C): -0.50, atom 5 (C): -0.26, atom 6 (C): -0.23, atom 7 (N): -0.45, atom 8 (P): 0.90, atom 9 (C): -0.34, atom 10 (C): -0.10, atom 11 (C): -0.06, atom 12 (C): -0.06, atom 13 (C): -0.06, atom 14 (C): -0.12, atom 15 (C): -0.37, atom 16 (C): -0.13, atom 17 (C): -0.06, atom 18 (C): -0.06, atom 19 (C): -0.06, atom 20 (C): -0.12, atom 21 (P): 0.97, atom 22 (C): -0.35, atom 23 (C): -0.11, atom 24 (C): -0.07, atom 25 (C): -0.05, atom 26 (C): -0.05, atom 27 (C): -0.09, atom 28 (C): -0.36, atom 29 (C): -0.14, atom 30 (C): -0.06, atom 31 (C): -0.06, atom 32 (C): -0.07, atom 33 (C): -0.13, atom 34 (H): 0.03, atom 35 (H): 0.02, atom 36 (H): 0.03, atom 37 (H): 0.06, atom 38 (H): 0.08, atom 39 (H): 0.06, atom 40 (H): 0.10, atom 41 (H): 0.11, atom 42 (H): 0.12, atom 43 (H): 0.11, atom 44 (H): 0.11, atom 45 (H): 0.11, atom 46 (H): 0.11, atom 47 (H): 0.02, atom 48 (H): 0.06, atom 49 (H): 0.11, atom 50 (H): 0.11, atom 51 (H): 0.11, atom 52 (H): 0.10, atom 53 (H): 0.11, atom 54 (H): 0.11, atom 55 (H): 0.11, atom 56 (H): 0.11, atom 57 (H): 0.07, atom 58 (H): 0.05, atom 59 (H): 0.11, atom 60 (H): 0.11, atom 61 (H): 0.11, atom 62 (H): 0.12, atom 63 (C): -0.06, atom 64 (N): -0.02, atom 65 (C): -0.78, atom 66 (S): 0.71, atom 67 (N): -0.02, atom 68 (C): -0.06, atom 69 (H): 0.09, atom 70 (H): 0.08, atom 71 (H): 0.09, atom 72 (H): 0.12, atom 73 (H): -0.01, atom 74 (H): 0.08, atom 75 (H): 0.07, atom 76 (H): 0.10, atom 77 (O): 0.13, atom 78 (C): -0.49, atom 79 (O): 0.13, atom 80 (C): -0.14, atom 81 (C): 0.01, atom 82 (C): -0.08, atom 83 (C): -0.63, atom 84 (S): 0.65, atom 85 (C): -0.11, atom 86 (C): -0.04, atom 87 (H): 0.11, atom 88 (H): 0.13, atom 89 (H): 0.08, atom 90 (H): 0.09, atom 91 (H): 0.12, atom 92 (S): 0.34, atom 93 (P): 0.14, atom 94 (S): 0.27, atom 95 (C): -0.39, atom 96 (C): -0.07, atom 97 (C): -0.07, atom 98 (C): -0.07, atom 99 (C): -0.07